122
Properties=species:S:1:pos:R:3:forces:R:3:mulliken_charge:R:1 method="wB97M-V/def2-TZVPD" total_energy_ha=-8784.797941 max_force_ha_per_bohr=0.0511 homo_lumo_gap_ev=7.2 charge=-1 lumo_ev=2.22
Pt -2.431452 2.119952 0.528655 -0.971 2.014 1.381 1.140
F -6.758852 6.722652 0.996655 0.156 0.003 0.191 -0.276
C -6.157552 6.026152 -0.005345 -0.742 0.323 -0.114 0.629
F -6.299452 6.823552 -1.096845 0.293 0.075 -0.094 -0.279
F -6.935752 4.973052 -0.234145 0.194 -0.206 0.055 -0.242
C -4.718752 5.765152 0.302855 0.302 -0.057 0.046 -0.008
C -3.897252 6.881452 0.362855 0.045 -0.324 0.024 -0.440
C -2.544652 6.723452 0.622855 -0.110 -0.061 0.185 -1.030
C -2.067952 5.441252 0.847855 0.276 0.404 -0.065 -0.136
N -2.843652 4.377152 0.812555 0.072 -1.297 -0.782 -0.690
C -4.162352 4.483752 0.528555 -0.127 0.447 -0.017 0.817
S -4.987152 2.996052 0.469255 0.745 -1.359 0.179 -0.443
H -4.318952 7.865252 0.203155 -0.002 0.012 -0.053 0.411
H -1.880152 7.569752 0.663755 0.098 0.071 0.024 0.417
H -1.020952 5.258452 1.050055 0.072 -0.045 -0.018 0.529
C -0.611252 2.634452 -5.445145 0.054 -0.035 0.029 -1.642
C 0.433448 2.600052 -4.367745 0.086 -0.054 -0.052 0.895
C 0.585548 3.657052 -3.483745 0.030 -0.073 0.035 -0.927
C 1.511148 3.608452 -2.453045 -0.014 -0.021 -0.020 1.085
C 1.656648 4.769552 -1.514545 0.049 -0.015 -0.010 -1.760
C 2.295748 2.462252 -2.298045 -0.126 0.075 -0.240 -0.223
C 2.187448 1.405652 -3.201745 0.094 0.084 -0.069 0.813
C 3.047148 0.183852 -3.062145 -0.064 -0.032 -0.033 -0.864
C 1.258748 1.493352 -4.228745 -0.031 0.133 0.040 -0.572
C 3.239948 2.384052 -1.160445 0.182 0.110 -0.020 -0.332
C 4.453248 3.056352 -1.235545 -0.049 -0.017 -0.083 -0.205
C 5.323848 3.059252 -0.161745 0.077 0.046 0.027 -1.199
C 4.977948 2.376052 0.987455 0.013 0.076 0.070 0.330
C 3.779248 1.671552 1.072255 0.199 0.098 0.006 -1.140
C 2.908648 1.666952 -0.011645 -0.831 -0.395 0.092 0.376
Ge 1.019948 0.955552 0.149155 -0.125 -0.342 0.097 0.675
S -0.107152 2.775152 0.591755 -1.025 -1.215 -0.135 -0.658
S 0.043048 -0.308748 -1.507245 -0.085 0.169 0.800 -0.336
Ge -1.039352 -1.275648 0.287655 0.468 0.010 -0.159 -0.047
S -2.929852 -0.200548 0.661855 1.100 0.739 -0.292 0.128
S 0.631248 -0.659948 1.737255 -0.333 0.324 -0.654 -0.410
C -1.209052 -3.320848 0.184155 0.093 1.101 0.088 0.062
C -2.443952 -3.940548 0.389955 -0.072 -0.183 -0.031 -0.277
C -2.540852 -5.328048 0.447755 0.021 -0.030 0.018 0.203
C -1.419952 -6.118548 0.292355 -0.022 -0.056 -0.025 -1.133
C -0.207352 -5.514948 0.035655 -0.051 -0.039 0.013 0.213
C -0.091352 -4.125548 -0.023045 0.083 -0.258 -0.026 -1.671
C 1.264848 -3.663548 -0.404345 0.353 0.132 -0.103 1.387
C 1.553448 -3.476848 -1.757545 -0.016 -0.020 0.077 0.383
C 0.462448 -3.540948 -2.782645 -0.035 0.007 0.023 -1.551
C 2.869648 -3.277548 -2.147945 0.040 -0.015 0.078 -0.503
C 3.908448 -3.297948 -1.231745 -0.017 -0.065 -0.034 0.773
C 5.332848 -3.120848 -1.670145 -0.079 0.057 0.044 -1.752
C 3.602348 -3.502848 0.105155 -0.073 -0.010 -0.046 -0.473
C 2.296248 -3.665848 0.536955 -0.028 -0.081 -0.046 0.086
C 1.997948 -3.872948 1.988555 -0.025 -0.054 0.039 -1.528
C -3.719552 -3.197848 0.478055 -0.401 0.095 0.007 0.317
C -4.348652 -2.790548 -0.698445 -0.008 -0.032 0.103 1.304
C -3.694252 -3.033148 -2.025345 0.000 0.061 0.068 -1.486
C -5.569352 -2.140348 -0.616845 -0.054 -0.053 0.098 -1.191
C -6.187552 -1.912848 0.602955 0.009 -0.089 -0.024 0.821
C -7.525452 -1.238748 0.670455 0.036 -0.058 0.019 -1.699
C -5.556252 -2.345048 1.760455 0.028 0.008 -0.070 -1.050
C -4.323952 -2.975448 1.715255 -0.029 -0.061 -0.023 1.348
C -3.609952 -3.363848 2.975855 -0.023 0.019 -0.043 -1.622
C 3.519248 0.906152 2.314255 -0.002 -0.084 0.315 -0.016
C 2.757548 1.427152 3.357255 0.139 0.035 -0.044 1.827
C 2.154848 2.792952 3.272855 -0.113 -0.030 0.017 -1.676
C 2.550748 0.650952 4.490955 0.022 -0.154 0.019 -1.250
C 3.076948 -0.623048 4.604755 -0.008 0.087 0.071 0.879
C 2.781848 -1.485148 5.797455 0.023 0.036 -0.061 -1.579
C 3.893748 -1.096148 3.586255 -0.048 0.037 -0.027 -0.781
C 4.129848 -0.343548 2.451155 0.064 -0.050 0.061 1.209
C 5.036348 -0.841948 1.367955 0.024 0.028 0.037 -1.692
H -1.219252 3.532952 -5.367545 -0.053 0.024 -0.040 0.355
H -1.264752 1.768852 -5.347345 -0.105 -0.018 -0.046 0.313
H -0.152552 2.601852 -6.435045 -0.029 0.012 -0.045 0.366
H -0.050252 4.526752 -3.579945 -0.086 0.078 0.005 0.311
H 0.760248 5.383952 -1.542445 -0.054 0.095 0.043 0.346
H 2.516548 5.385152 -1.784745 0.044 0.073 -0.030 0.323
H 1.806048 4.417652 -0.496645 -0.013 0.101 0.067 0.265
H 3.769448 0.311852 -2.259145 0.086 -0.156 -0.043 0.187
H 3.579648 -0.028248 -3.988945 0.066 -0.002 -0.079 0.660
H 2.421548 -0.675248 -2.825745 0.054 -0.103 0.040 -0.460
H 1.155448 0.664352 -4.915845 -0.020 -0.132 -0.087 0.407
H 4.700548 3.582452 -2.146945 0.018 0.079 -0.079 0.545
H 6.263048 3.595552 -0.220145 0.006 0.004 0.010 0.379
H 5.632348 2.379552 1.848855 0.093 -0.015 0.053 0.512
H -3.510352 -5.784048 0.605655 -0.062 0.048 0.016 0.506
H -1.496352 -7.195548 0.343855 -0.007 -0.089 -0.006 0.406
H 0.673948 -6.118948 -0.142245 0.058 0.017 0.017 0.514
H -0.113752 -4.460248 -2.673245 -0.061 -0.036 -0.066 0.397
H 0.876848 -3.496948 -3.787745 -0.017 0.014 -0.077 0.465
H -0.221052 -2.700848 -2.650545 -0.051 -0.037 -0.093 0.025
H 3.090848 -3.139048 -3.196745 0.028 0.027 -0.163 0.221
H 5.423748 -3.244348 -2.746545 0.067 -0.022 -0.086 0.416
H 5.981048 -3.841548 -1.173645 0.090 -0.031 -0.008 0.429
H 5.689648 -2.122848 -1.414845 0.081 0.090 0.010 0.252
H 4.400748 -3.558748 0.829955 0.110 0.017 0.114 0.452
H 2.913948 -4.027748 2.553955 0.064 -0.039 0.072 0.437
H 1.333348 -4.723348 2.134555 0.004 -0.064 0.092 0.424
H 1.497748 -2.986848 2.379655 -0.001 -0.018 0.101 0.024
H -3.553752 -4.101348 -2.192745 0.051 -0.059 -0.085 0.309
H -2.706452 -2.569548 -2.050845 0.017 0.027 -0.124 0.198
H -4.298752 -2.622248 -2.829445 -0.006 0.022 -0.108 0.443
H -6.045152 -1.787748 -1.521945 -0.045 0.019 -0.125 0.303
H -7.729152 -0.703348 -0.253545 -0.083 0.080 -0.031 0.372
H -7.553452 -0.533648 1.498555 -0.087 0.077 0.031 0.390
H -8.314552 -1.979748 0.820655 -0.055 0.062 0.012 0.316
H -6.020152 -2.162248 2.720955 -0.040 0.040 0.098 0.348
H -4.239652 -3.192048 3.846655 0.019 0.021 0.053 0.454
H -2.703252 -2.763148 3.071455 0.062 0.001 0.117 0.224
H -3.311252 -4.411948 2.953055 0.034 -0.016 0.072 0.311
H 2.731548 3.435052 2.610755 -0.018 0.125 -0.012 0.272
H 2.093648 3.248452 4.258655 0.030 0.067 0.096 0.575
H 1.145148 2.722752 2.866755 -0.019 0.104 0.008 0.032
H 1.947648 1.051252 5.294855 -0.099 0.033 0.072 0.344
H 2.120848 -0.969248 6.490355 -0.011 -0.019 0.093 0.370
H 3.700148 -1.759948 6.318855 -0.012 -0.031 0.062 0.359
H 2.290248 -2.403048 5.475555 -0.039 -0.088 0.051 0.278
H 4.343348 -2.075248 3.682555 0.084 -0.132 -0.026 0.362
H 5.548848 -1.750348 1.675455 0.010 -0.089 -0.013 0.578
H 5.781548 -0.086548 1.122555 0.076 -0.050 -0.078 0.461
H 4.456048 -1.046148 0.469155 0.052 -0.032 -0.142 -0.074
O -3.218752 2.051552 -2.029145 -0.079 0.164 -0.939 -0.531
H -4.104052 2.311352 -1.737145 0.071 -0.190 0.081 0.275
H -3.201552 1.087352 -2.039445 -0.024 -0.001 0.188 0.287